(i)
Density functional theory data (ωB97M-V with the def2-TZVPD basis set) for one molecule with the formula C6H14O.

Element x y z (Å)
C  -3.290  0.044  -0.615
C  -2.234  -0.075  0.488
C  -0.930  -0.546  -0.135
C  0.286  -0.437  0.774
C  1.457  0.050  -0.044
O  2.613  0.124  0.742
C  3.701  0.584  -0.010
H  -3.932  -0.841  -0.676
H  -2.791  0.162  -1.573
H  -3.902  0.940  -0.515
H  -2.073  0.893  0.983
H  -2.542  -0.770  1.282
H  -1.059  -1.570  -0.504
H  -0.736  0.049  -1.030
H  0.522  -1.402  1.224
H  0.103  0.266  1.594
H  1.607  -0.634  -0.899
H  1.207  1.042  -0.466
H  3.913  -0.090  -0.855
H  4.570  0.619  0.651
H  3.509  1.591  -0.415

structure (SMILES) = CCCCCOC
frontier orbital gap = 10.97 eV
M = 102.2 g mol⁻¹
HOMO = -9.8389 eV

Atom charges from the Löwdin analysis, given in e for atoms 1 to 4: -0.114, -0.265, -0.247, -0.184


(ii)
Density functional theory data (ωB97M-V with the def2-TZVPD basis set) for a 2-piece molecular cluster, C6H14O overall.

Element x y z (Å)
C  4.068  1.842  2.213
C  3.218  0.859  1.395
C  2.237  1.094  0.466
C  1.845  2.496  0.155
C  1.533  0.054  -0.318
C  0.000  0.000  0.000
H  4.853  1.274  2.739
H  3.384  2.274  2.963
H  4.544  2.666  1.655
H  3.532  -0.182  1.550
H  2.366  3.246  0.772
H  0.758  2.651  0.255
H  2.127  2.651  -0.900
H  1.865  -0.930  0.064
H  1.708  0.068  -1.411
H  -0.395  0.855  -0.574
H  -0.369  0.072  1.037
H  -0.385  -0.932  -0.447
O  0.697  1.901  -3.991
H  -0.197  2.165  -4.306
H  1.028  2.686  -3.499

structure (SMILES) = C/C=C(\C)CC.O
frontier orbital gap = 9.36 eV
M = 102.2 g mol⁻¹
HOMO = -8.6133 eV

Atom charges from the Löwdin analysis, given in e for atoms 1 to 4: -0.113, -0.109, -0.351, -0.065


(iii)
Density functional theory data (ωB97M-V with the def2-TZVPD basis set) for a 2-piece molecular cluster, C6H14O overall.

Element x y z (Å)
C  -1.070  -0.597  -1.326
C  0.096  -0.024  -1.050
C  0.551  1.298  -1.584
O  1.367  -0.812  -0.718
C  1.278  -2.210  -0.691
H  -1.347  -1.583  -0.995
H  -1.801  -0.059  -1.905
H  -0.294  1.935  -1.832
H  1.147  1.144  -2.483
H  1.198  1.785  -0.857
H  0.723  -2.607  -1.552
H  2.296  -2.603  -0.722
H  0.766  -2.551  0.218
C  -0.295  0.205  1.841
C  -0.976  1.548  2.022
H  0.525  0.082  2.549
H  -0.997  -0.617  1.968
H  0.291  0.006  0.873
H  -1.853  1.630  1.383
H  -0.293  2.368  1.808
H  -1.311  1.663  3.053

structure (SMILES) = C=C(C)OC.CC
frontier orbital gap = 10.18 eV
M = 102.2 g mol⁻¹
HOMO = -9.1671 eV

Atom charges from the Löwdin analysis, given in e for atoms 1 to 4: 0.045, -0.370, -0.037, -0.180


Winner for stability: (i)


(i)
Density functional theory data (ωB97M-V with the def2-TZVPD basis set) for one molecule with the formula C6H14O.

Element x y z (Å)
C  -2.998  0.616  0.002
C  -1.771  -0.171  0.455
C  -0.760  -0.430  -0.662
C  0.464  -1.158  -0.095
C  1.857  -0.861  -0.625
O  2.524  -0.245  0.555
C  2.556  1.170  0.612
H  -3.691  0.794  0.831
H  -3.541  0.080  -0.785
H  -2.713  1.594  -0.403
H  -1.257  0.367  1.262
H  -2.074  -1.137  0.881
H  -1.261  -0.980  -1.474
H  -0.460  0.535  -1.096
H  0.270  -2.227  0.074
H  0.801  -0.714  0.872
H  2.445  -1.757  -0.849
H  1.878  -0.165  -1.472
H  3.472  1.518  0.125
H  2.575  1.526  1.656
H  1.683  1.643  0.136

structure (SMILES) = CCCCCOC
frontier orbital gap = 10.69 eV
M = 102.2 g mol⁻¹
HOMO = -9.5805 eV

Atom charges from the Löwdin analysis, given in e for atoms 1 to 4: -0.122, -0.287, -0.225, -0.187


(ii)
Density functional theory data (ωB97M-V with the def2-TZVPD basis set) for one molecule with the formula C6H14O.

Element x y z (Å)
C  0.549  1.989  -0.960
C  1.016  0.545  -1.267
C  -0.098  -0.487  -1.496
C  -0.485  -1.271  -0.245
C  -1.134  -0.432  0.889
C  -0.275  -0.235  2.146
O  0.556  -1.318  2.542
H  1.430  2.591  -0.750
H  0.051  2.381  -1.852
H  -0.206  2.046  -0.200
H  1.717  0.166  -0.524
H  1.510  0.689  -2.223
H  -0.959  0.031  -1.931
H  0.188  -1.197  -2.266
H  -1.153  -2.084  -0.481
H  0.451  -1.717  0.106
H  -1.307  0.570  0.502
H  -2.087  -0.898  1.139
H  -0.898  -0.072  3.024
H  0.345  0.625  1.997
H  0.791  -1.923  1.850

structure (SMILES) = CCCCCCO
frontier orbital gap = 11.14 eV
M = 102.2 g mol⁻¹
HOMO = -10.0797 eV

Atom charges from the Löwdin analysis, given in e for atoms 1 to 4: -0.103, -0.243, -0.224, -0.197


(iii)
Density functional theory data (ωB97M-V with the def2-TZVPD basis set) for one molecule with the formula C6H14O.

Element x y z (Å)
C  3.304  0.447  0.521
C  1.925  0.684  1.131
C  0.892  -0.299  0.575
C  -0.568  0.155  0.675
C  -1.420  -0.510  -0.395
O  -2.636  0.180  -0.535
C  -3.372  -0.289  -1.633
H  4.055  1.110  0.958
H  3.275  0.634  -0.559
H  3.635  -0.589  0.666
H  1.980  0.600  2.223
H  1.614  1.715  0.913
H  1.128  -0.467  -0.486
H  1.018  -1.273  1.066
H  -0.637  1.239  0.521
H  -0.982  -0.050  1.670
H  -0.876  -0.492  -1.356
H  -1.602  -1.573  -0.155
H  -2.782  -0.236  -2.563
H  -4.254  0.347  -1.741
H  -3.696  -1.333  -1.496

structure (SMILES) = CCCCCOC
frontier orbital gap = 10.95 eV
M = 102.2 g mol⁻¹
HOMO = -9.7998 eV

Atom charges from the Löwdin analysis, given in e for atoms 1 to 4: -0.127, -0.276, -0.232, -0.179


Winner for stability: (iii)


(i)
Density functional theory data (ωB97M-V with the def2-TZVPD basis set) for a 2-piece molecular cluster, C6H14O overall.

Element x y z (Å)
C  1.497  0.985  0.383
C  0.489  -0.157  0.154
C  0.125  -0.890  1.438
C  -0.161  -0.387  -1.019
C  -1.287  -1.400  -1.167
C  0.039  0.467  -2.308
H  2.229  1.056  -0.439
H  2.045  0.883  1.335
H  0.910  1.919  0.413
H  0.593  -0.448  2.334
H  0.430  -1.948  1.368
H  -0.971  -0.848  1.557
H  -1.513  -1.981  -0.257
H  -1.045  -2.102  -1.982
H  -2.187  -0.828  -1.451
H  0.937  1.104  -2.239
H  -0.831  1.108  -2.526
H  0.173  -0.240  -3.144
O  -0.853  1.379  2.419
H  -0.191  1.781  3.026
H  -0.431  0.547  2.106

structure (SMILES) = CC(C)=C(C)C.O
frontier orbital gap = 9.53 eV
M = 102.2 g mol⁻¹
HOMO = -8.6546 eV

Atom charges from the Löwdin analysis, given in e for atoms 1 to 4: -0.069, -0.287, -0.108, -0.291


(ii)
Density functional theory data (ωB97M-V with the def2-TZVPD basis set) for a 3-piece molecular cluster, C6H14O overall.

Element x y z (Å)
C  -0.140  0.305  -0.264
C  -2.652  -0.439  -0.308
C  -0.656  -1.000  -0.250
C  1.746  -0.457  -0.712
C  -0.101  1.102  1.004
C  2.791  -0.130  0.324
O  -3.141  0.796  0.147
H  -2.918  1.472  -0.504
H  -0.345  0.891  -1.158
H  -3.048  -1.202  0.359
H  -2.902  -0.633  -1.356
H  -0.595  -1.540  0.689
H  -0.609  -1.596  -1.153
H  1.769  -1.515  -0.970
H  1.856  0.116  -1.632
H  0.602  1.932  0.916
H  -1.075  1.548  1.214
H  0.204  0.487  1.850
H  2.652  -0.729  1.227
H  2.751  0.927  0.598
H  3.812  -0.333  -0.021

frontier orbital gap = 8.07 eV
M = 102.2 g mol⁻¹
HOMO = -7.1254 eV

Atom charges from the Löwdin analysis, given in e for atoms 1 to 4: -0.311, -0.160, -0.107, -0.135


Winner for stability: (i)


(i)
Density functional theory data (ωB97M-V with the def2-TZVPD basis set) for a 2-piece molecular cluster, C6H14O overall.

Element x y z (Å)
C  -0.666  -2.084  -0.765
C  -0.850  -0.908  -0.119
C  -0.126  -0.684  1.131
C  -2.114  -0.089  0.000
C  -1.649  1.478  -0.031
C  -0.623  1.729  -1.107
H  0.158  -2.699  -0.359
H  -1.322  -2.527  -1.546
H  0.204  0.346  1.367
H  -0.589  -1.175  2.028
H  0.941  -1.110  1.108
H  -2.702  -0.397  0.838
H  -2.841  -0.192  -0.781
H  -1.281  1.803  0.999
H  -2.576  2.049  -0.239
H  0.333  1.388  -0.776
H  -0.732  2.869  -1.154
H  -0.871  1.267  -2.109
O  5.415  -0.266  0.716
H  5.636  -0.362  -0.222
H  6.254  -0.434  1.020

structure (SMILES) = C=C(C)CCC.O
frontier orbital gap = 10.05 eV
M = 102.2 g mol⁻¹
HOMO = -9.1264 eV

Atom charges from the Löwdin analysis, given in e for atoms 1 to 4: 0.050, -0.420, -0.124, -0.161


(ii)
Density functional theory data (ωB97M-V with the def2-TZVPD basis set) for a 3-piece molecular cluster, C6H14O overall.

Element x y z (Å)
C  -1.857  1.998  -0.957
O  -0.768  1.207  -0.891
C  -0.584  0.542  0.241
C  0.566  -0.463  0.199
C  0.363  -1.406  1.388
C  0.520  -1.249  -1.116
C  1.955  0.212  0.326
H  -2.751  0.873  -0.297
H  -1.923  2.419  -1.968
H  -1.944  2.736  -0.153
H  -2.299  0.161  0.269
H  -0.692  1.131  1.158
H  0.366  -0.851  2.334
H  1.164  -2.152  1.433
H  -0.596  -1.925  1.298
H  0.698  -0.597  -1.977
H  -0.461  -1.719  -1.244
H  1.286  -2.034  -1.119
H  2.155  0.896  -0.507
H  2.747  -0.554  0.321
H  2.055  0.774  1.262

frontier orbital gap = 9.32 eV
M = 102.2 g mol⁻¹
HOMO = -8.5180 eV

Atom charges from the Löwdin analysis, given in e for atoms 1 to 4: -0.127, -0.183, -0.207, -0.587


(iii)
Density functional theory data (ωB97M-V with the def2-TZVPD basis set) for one molecule with the formula C6H14O.

Element x y z (Å)
C  -3.430  -0.054  -0.802
C  -2.267  -0.141  0.203
C  -0.928  -0.378  -0.491
C  0.284  -0.302  0.440
C  1.528  0.055  -0.351
O  2.645  0.100  0.499
C  3.792  0.520  -0.188
H  -4.185  -0.827  -0.633
H  -3.063  -0.178  -1.828
H  -3.941  0.913  -0.750
H  -2.198  0.788  0.783
H  -2.440  -0.940  0.935
H  -0.946  -1.352  -1.000
H  -0.823  0.376  -1.288
H  0.442  -1.252  0.967
H  0.126  0.466  1.208
H  1.691  -0.676  -1.163
H  1.384  1.039  -0.834
H  4.039  -0.162  -1.018
H  4.620  0.532  0.523
H  3.663  1.532  -0.606

structure (SMILES) = CCCCCOC
frontier orbital gap = 10.96 eV
M = 102.2 g mol⁻¹
HOMO = -9.8222 eV

Atom charges from the Löwdin analysis, given in e for atoms 1 to 4: -0.111, -0.269, -0.245, -0.185


Winner for stability: (iii)


(i)
Density functional theory data (ωB97M-V with the def2-TZVPD basis set) for a 2-piece molecular cluster, C6H14O overall.

Element x y z (Å)
C  -1.632  -1.017  -1.672
C  -0.991  -0.229  0.987
C  -2.049  0.635  1.543
C  0.151  0.566  0.448
C  1.347  -0.266  -0.005
C  2.525  0.600  -0.434
O  1.707  -1.074  1.101
H  -2.387  -1.744  -1.972
H  -0.679  -1.242  -2.159
H  -1.950  -0.005  -1.940
H  -1.487  -1.119  -0.584
H  -3.038  0.167  1.583
H  -2.121  1.689  1.224
H  -1.687  0.627  2.590
H  0.473  1.224  1.273
H  -0.168  1.255  -0.354
H  1.034  -0.897  -0.852
H  2.853  1.220  0.408
H  2.270  1.253  -1.276
H  3.369  -0.029  -0.742
H  2.460  -1.614  0.833

frontier orbital gap = 8.46 eV
M = 102.2 g mol⁻¹
HOMO = -7.9232 eV

Atom charges from the Löwdin analysis, given in e for atoms 1 to 4: -0.037, -0.042, -0.159, -0.232


(ii)
Density functional theory data (ωB97M-V with the def2-TZVPD basis set) for a 2-piece molecular cluster, C6H14O overall.

Element x y z (Å)
C  -3.089  1.348  -0.417
C  -1.783  1.550  -0.185
C  -1.161  1.174  1.166
C  0.382  1.337  1.103
C  1.145  0.064  0.667
C  1.031  -1.041  1.743
H  -3.596  0.601  0.194
H  -3.644  1.497  -1.362
H  -1.190  1.825  -1.058
H  -1.656  1.700  1.984
H  -1.316  0.105  1.359
H  0.455  2.154  0.316
H  0.799  1.855  1.966
H  2.168  0.389  0.468
H  0.812  -0.394  -0.262
H  1.642  -1.870  1.312
H  0.044  -1.533  1.805
H  1.351  -0.726  2.726
O  2.562  -3.496  -4.879
H  2.727  -3.941  -4.048
H  2.317  -2.600  -4.599

structure (SMILES) = C=CCCCC.O
frontier orbital gap = 10.01 eV
M = 102.2 g mol⁻¹
HOMO = -9.4345 eV

Atom charges from the Löwdin analysis, given in e for atoms 1 to 4: -0.027, -0.182, -0.207, -0.232


Winner for stability: (ii)


(i)
Density functional theory data (ωB97M-V with the def2-TZVPD basis set) for a 2-piece molecular cluster, C6H14O overall.

Element x y z (Å)
C  -1.106  1.199  -2.036
C  -0.464  0.092  -1.720
C  0.907  -0.037  -1.054
C  1.364  1.261  -0.358
C  0.584  1.599  0.932
C  0.223  0.452  1.893
H  -0.648  2.171  -1.902
H  -2.083  1.323  -2.488
H  -0.933  -0.871  -1.902
H  1.682  -0.372  -1.748
H  0.879  -0.843  -0.319
H  1.119  2.096  -1.019
H  2.448  1.344  -0.290
H  1.351  2.175  1.463
H  -0.296  2.209  0.768
H  0.044  0.965  2.839
H  -0.685  -0.102  1.655
H  0.985  -0.316  2.042
O  -2.044  -4.725  0.783
H  -2.206  -4.679  1.740
H  -1.121  -4.941  0.723

structure (SMILES) = C=CCCCC.O
frontier orbital gap = 10.42 eV
M = 102.2 g mol⁻¹
HOMO = -9.6467 eV

Atom charges from the Löwdin analysis, given in e for atoms 1 to 4: -0.008, -0.167, -0.203, -0.224


(ii)
Density functional theory data (ωB97M-V with the def2-TZVPD basis set) for a 2-piece molecular cluster, C6H14O overall.

Element x y z (Å)
C  0.567  2.417  -1.366
C  0.505  1.269  -0.721
C  -0.765  0.481  -0.665
C  -0.553  -0.989  -1.077
C  0.600  -1.739  -0.400
C  0.258  -1.928  1.093
H  -0.313  2.846  -1.831
H  1.478  2.997  -1.434
H  1.378  1.053  -0.119
H  -1.517  0.871  -1.353
H  -1.251  0.562  0.308
H  -0.355  -0.979  -2.155
H  -1.483  -1.537  -0.919
H  0.631  -2.738  -0.834
H  1.549  -1.231  -0.532
H  0.690  -2.824  1.546
H  0.567  -1.093  1.715
H  -0.819  -2.076  1.193
O  -0.163  1.255  2.524
H  -0.860  1.419  3.154
H  -0.142  1.965  1.874

structure (SMILES) = C=CCCCC.O
frontier orbital gap = 10.57 eV
M = 102.2 g mol⁻¹
HOMO = -9.6991 eV

Atom charges from the Löwdin analysis, given in e for atoms 1 to 4: -0.004, -0.208, -0.219, -0.226


Winner for stability: (ii)